# 1
Here is 7 unconnected molecules or ions with the total composition C27H51F9NO18S from the Open Molecules 2025 dataset. Energies are from the ωB97M-V functional and the def2-TZVPD basis.

```
107
Properties=species:S:1:pos:R:3:forces:R:3:lowdin_charge:R:1
S -2.2890 1.9884 0.5948 -1.977 -0.889 5.756 1.0882
F -1.5764 3.5374 0.5527 -1.029 -3.333 -0.457 -0.1678
F -3.7634 2.7297 1.1454 3.643 -1.332 -0.805 -0.1777
F -4.4189 2.3670 -1.0605 5.139 -1.309 -0.433 0.0167
F -2.7079 4.5430 -1.9442 1.435 -4.994 -0.189 0.0194
F -3.0940 0.4579 0.7987 1.973 3.137 -0.524 -0.1812
F -1.8205 1.8791 2.2420 -0.697 -0.059 -4.247 -0.2043
F -0.8484 1.1589 0.1875 -2.540 1.944 0.247 -0.2073
F -2.8879 2.7830 -3.5208 1.599 0.804 4.060 -0.0125
F -2.8784 0.6791 -1.7452 0.211 4.499 2.020 0.0159
O 3.0692 0.2738 1.9925 0.530 -0.035 0.338 -0.0269
O -0.7333 -2.6519 -3.6813 0.996 -0.447 -0.074 -0.0175
O 1.9886 -5.0520 5.1210 -0.220 0.909 0.517 -0.0143
O 0.4273 -4.1342 6.5348 1.530 0.104 -0.976 0.1103
O -7.7875 4.6769 -5.7791 0.739 -0.819 0.514 -0.0076
O -6.1003 3.1794 -6.2148 -1.024 0.743 1.102 0.1045
O 3.4479 0.0983 4.2518 0.504 0.082 -1.993 0.1193
O -1.8124 3.9359 5.4171 0.679 0.567 0.453 0.0043
O 0.3854 4.5011 5.7759 -1.670 0.173 0.194 0.1046
O -6.9845 3.4869 -4.1166 -0.037 0.282 -0.998 -0.0007
O 0.2067 -8.1388 0.3559 1.738 0.218 -0.169 0.1084
O 1.1379 -3.3776 -4.5739 -0.868 0.196 0.831 -0.0131
O 2.0484 -6.9059 -0.2496 -0.264 -1.013 0.538 -0.0072
O 5.1325 -0.0032 2.6929 -1.345 0.182 -0.043 -0.0138
O -1.3637 5.5769 6.8064 0.279 -0.915 -0.822 -0.0066
O 2.3061 -3.0038 5.8482 -0.521 -0.941 -0.152 -0.0153
O 0.3889 -4.3646 -2.6390 -0.342 1.745 -1.800 0.0807
O 2.3549 -8.9324 0.5403 -0.590 0.883 -0.311 -0.0127
N 2.3187 1.1796 -2.5977 -0.059 -0.777 0.920 0.0349
C -7.7895 5.0315 -7.1604 -0.051 0.167 -0.558 -0.0504
C 1.4138 -8.0059 0.2285 -0.410 -0.068 0.048 -0.5600
C 0.2759 -3.5478 -3.5397 -0.015 -0.426 0.178 -0.5385
C -6.0810 2.4995 -3.6235 0.255 -0.293 0.171 -0.0534
C -1.3736 2.9213 4.5160 0.029 -0.193 0.063 -0.0652
C 1.8463 2.9849 -4.4965 1.959 -0.107 -0.809 -0.1251
C 2.2583 -4.2599 -4.5552 0.535 -0.457 -0.073 -0.0403
C -2.9449 2.0430 -1.1359 -4.360 -0.957 -3.703 -0.2156
C 1.6770 0.4170 2.2669 -0.420 0.029 0.216 -0.0481
C 1.3883 1.6105 -3.7086 -2.131 -0.149 -2.904 -0.2323
C 3.8430 0.1207 3.0967 0.288 -0.141 1.053 -0.5502
C -0.2222 1.6231 -3.2584 0.101 -0.827 -0.347 -0.1031
C 2.6407 2.2358 -1.5694 1.590 2.305 2.780 -0.1385
C -2.2875 3.1088 -2.1690 0.037 1.329 -3.105 -0.1745
C 1.8821 -1.8863 6.6265 -0.048 0.516 0.355 -0.0523
C -1.7229 -2.7160 -2.6562 -0.528 -0.043 0.403 -0.0427
C 3.1302 3.7070 -3.7118 -0.798 -1.099 0.518 -0.1627
C 2.7038 3.7729 -2.1295 0.985 0.514 -0.910 -0.1631
C -0.6551 2.9544 -2.4083 0.214 0.884 -0.349 -0.0810
C -6.8782 3.7254 -5.4482 0.139 -0.081 -0.313 -0.5567
C 1.4680 -4.0698 5.8994 -0.434 -0.038 0.325 -0.5617
C 1.2066 -6.2439 5.0791 -0.289 -0.494 -0.029 -0.0497
C 1.8283 -10.1520 1.0594 -0.165 -0.506 0.201 -0.0507
C 1.1763 -5.8404 -0.6211 -0.243 0.134 -0.040 -0.0685
C 6.0670 -0.1724 3.7571 0.520 -0.105 0.544 -0.0421
C -0.4188 6.4127 7.4720 0.358 0.366 0.317 -0.0490
C -0.8087 4.6556 5.9792 0.380 0.121 0.128 -0.5562
H -5.0438 2.8152 -3.7750 -0.382 -0.143 -0.135 0.0698
H 0.1615 6.9927 6.7473 0.000 -0.233 0.126 0.0982
H 0.5040 -6.1545 -1.4260 0.197 -0.007 0.471 0.0884
H -6.2667 1.5327 -4.1024 0.127 0.198 -0.043 0.1052
H -2.4804 -1.9568 -2.8698 0.287 -0.099 -0.213 0.0887
H 0.2162 -6.0415 4.6588 0.124 -0.010 0.238 0.0988
H 4.0543 2.9547 -3.7727 -1.795 1.818 -0.119 0.1266
H 1.1221 -6.6855 6.0773 -0.126 0.180 -0.166 0.1007
H 7.0652 -0.2610 3.3195 -0.353 0.047 -0.179 0.0969
H 2.6258 -1.0929 6.5117 -0.029 -0.360 -0.203 0.0821
H 3.4083 4.7416 -4.1855 -0.586 -2.126 1.027 0.1346
H 1.9390 2.2236 -0.6147 1.218 -0.464 -2.263 0.1407
H 1.4925 1.3113 2.8709 0.031 -0.236 0.050 0.1038
H 0.6070 -5.4875 0.2449 -0.042 -0.174 -0.135 0.1020
H 1.8245 -2.1535 7.6865 -0.178 -0.024 -0.229 0.1009
H 3.2419 0.7836 -2.9344 -1.430 0.670 0.031 0.1996
H 2.6682 -10.8186 1.2738 0.005 0.364 -0.146 0.0955
H -0.9726 7.1103 8.1064 -0.138 -0.290 -0.241 0.0968
H -0.8315 3.3616 3.6730 0.048 -0.014 0.337 0.0874
H -8.5538 5.7988 -7.3113 0.107 -0.189 0.335 0.0963
H 0.2413 5.8167 8.1105 -0.027 0.094 -0.254 0.1001
H 1.7106 4.3844 -2.0346 1.840 -1.409 -0.001 0.1123
H 0.9731 3.7260 -4.7346 1.579 -1.542 0.834 0.1276
H 1.2852 -9.9717 1.9927 -0.045 -0.012 -0.268 0.0973
H 1.9303 -5.3020 -4.6257 0.067 0.214 0.182 0.1078
H 1.7164 -6.9599 4.4285 0.115 0.359 0.091 0.0915
H 1.7903 -5.0136 -0.9889 0.082 -0.504 0.172 0.0795
H -0.8119 1.4992 -4.2891 1.245 0.600 2.400 0.1578
H -2.2581 2.4097 4.1264 0.058 0.459 0.587 0.0870
H 0.9187 -1.5094 6.2680 0.089 -0.176 0.174 0.0973
H -6.8206 5.4484 -7.4535 -0.127 -0.231 0.019 0.0978
H -0.3399 3.9365 -3.0097 -0.949 -2.210 1.286 0.1427
H -0.7517 2.1856 5.0362 0.057 0.203 -0.108 0.1054
H 3.7294 1.9811 -1.1523 -2.462 0.443 -0.925 0.1658
H 3.5537 4.3600 -1.5405 -1.970 -1.430 -1.062 0.1430
H 6.0581 0.6983 4.4207 -0.129 -0.239 -0.052 0.1021
H -0.0388 2.9820 -1.4142 -1.605 -0.011 -1.714 0.0986
H 1.1822 -10.6386 0.3217 -0.012 0.180 0.208 0.0997
H 1.4458 0.7453 -4.5303 -0.118 1.754 2.041 0.1761
H -1.2812 -2.4963 -1.6789 -0.042 -0.227 -0.111 0.0968
H -2.2102 -3.6963 -2.6507 0.215 0.163 0.123 0.1086
H 1.1547 0.5325 1.3131 0.343 -0.078 0.055 0.0556
H 2.8798 -4.0354 -5.4265 -0.342 0.145 0.107 0.0974
H 5.8536 -1.0891 4.3162 -0.074 0.264 -0.027 0.1035
H 2.8592 -4.1019 -3.6539 -0.195 -0.164 -0.065 0.0972
H -0.4602 0.6165 -2.6621 0.542 2.215 -1.125 0.1268
H -8.0435 4.1660 -7.7809 0.211 0.128 0.114 0.0997
H 1.2881 -0.4761 2.7663 0.082 0.236 0.043 0.1089
H 1.8558 0.3792 -2.0716 0.629 1.028 -0.898 0.1947
H -6.2536 2.3899 -2.5493 -0.242 0.242 -0.317 0.0848
H 2.2922 2.6615 -5.5559 -1.209 0.616 2.291 0.1344
```
Positions in Å, forces in eV/Å.

Summary:
LUMO level   -0.1930 hartree
Charge   +1
Calculated total energy   -102448.589 eV
Largest force on an atom   6.15 eV Å⁻¹
Relative energy (zero: lowest compared OMol25 entry of this formula, charge and spin)   757.1 kJ/mol

---

# 2
Here is a molecular structure, C27H51I2N4O2PSSn from the Open Molecules 2025 dataset. Energies are from the ωB97M-V functional and the def2-TZVPD basis.

```
89
Properties=species:S:1:pos:R:3:forces:R:3:lowdin_charge:R:1
I -3.1738 -2.0841 7.2801 0.045 0.049 -0.124 0.3506
I -1.9442 3.6239 4.8743 0.008 0.456 0.083 -0.3664
Sn -1.9842 0.2968 4.2958 0.044 -0.400 0.177 0.2307
S 0.2743 -0.3644 4.4520 0.079 -0.033 0.056 -0.4061
P 0.9273 0.0858 -0.6114 -0.067 0.137 -0.030 0.8133
O -0.4674 -0.0381 -0.1070 -0.049 0.024 -0.094 -0.3014
O -3.2771 -0.9272 0.4719 0.013 0.593 -0.298 -0.0322
N -2.9974 3.5504 1.5021 0.081 -0.436 -0.237 0.1718
N -3.2472 2.4121 -0.5757 0.013 -0.249 0.129 -0.0973
N -3.2045 -1.5369 1.8073 -0.327 0.053 -0.035 0.0262
N -3.0430 1.2187 1.3744 -0.371 -0.164 -0.371 0.1873
C 4.7205 -1.1398 1.5067 0.035 -0.011 0.001 -0.1983
C -1.2844 -2.9610 1.2003 -0.010 -0.118 -0.147 -0.0649
C 4.3299 -2.1584 0.4395 0.028 -0.058 -0.067 -0.2111
C 1.8432 4.1694 -1.7294 0.010 0.041 -0.006 -0.2094
C -2.7803 -2.9031 1.5526 0.156 0.182 0.033 -0.6928
C -3.0898 2.3999 0.8031 0.191 0.268 0.360 -0.4193
C 2.1738 -0.9954 1.6166 0.253 0.182 0.273 -0.2392
C -2.6925 -0.0867 6.5131 0.021 0.102 0.153 -0.9344
C -0.3993 -0.7954 -2.9062 -0.072 0.026 -0.017 -0.2027
C 2.8259 3.0134 -1.8758 0.004 -0.015 -0.052 -0.2047
C 2.2629 -1.5069 -3.9379 0.034 -0.027 0.039 -0.2066
C -3.5902 -3.6228 0.4670 -0.035 -0.137 0.009 -0.0779
C 1.9922 -1.2244 0.1002 -0.100 0.023 -0.011 -0.3170
C 2.9353 2.2130 -0.5793 0.050 -0.049 -0.061 -0.1864
C -0.0172 -2.2217 -3.2702 -0.003 -0.033 0.034 -0.1968
C -3.5241 1.0227 -0.9311 0.072 -0.096 -0.095 -0.0441
C 3.5015 -0.3150 1.9479 0.020 -0.006 0.109 -0.1869
C -3.2612 0.3278 0.3874 0.187 -0.258 0.194 -0.3547
C 0.7924 0.0732 -2.4731 0.120 0.028 -0.019 -0.3110
C 0.9946 -2.2044 -4.4073 0.001 -0.009 -0.022 -0.2147
C 0.4608 3.6473 -1.3563 -0.062 -0.019 -0.042 -0.2060
C 1.5843 1.7111 -0.0592 -0.055 -0.055 0.178 -0.3238
C -4.0431 3.4372 -1.2084 0.019 0.086 -0.059 -0.0672
C 3.3442 -1.5617 -0.5626 0.021 -0.067 -0.175 -0.1942
C 1.9993 -0.0911 -3.4204 0.030 0.025 0.011 -0.1904
C 0.5070 2.8127 -0.0810 0.037 -0.035 0.058 -0.1721
C -3.0086 -3.5809 2.9031 0.031 -0.013 -0.024 -0.0668
H -2.8788 0.6602 -1.7327 0.033 -0.019 0.049 0.1138
H -3.4185 -3.1804 -0.5167 0.009 0.018 0.011 0.0571
H 3.6434 1.3879 -0.7019 -0.031 0.053 0.009 0.0877
H 2.4877 2.3668 -2.6919 0.020 0.054 0.024 0.0843
H -0.8557 -0.3351 -3.7926 -0.024 0.013 0.004 0.1164
H 1.8057 0.5389 -4.2981 0.004 0.015 0.007 0.1129
H 5.1673 -1.6553 2.3605 -0.009 -0.015 0.003 0.1014
H 2.1497 -1.9607 2.1258 -0.077 -0.035 -0.013 0.1128
H -0.9226 -3.9954 1.1543 0.039 -0.058 -0.015 0.0699
H 1.8010 4.7537 -2.6537 -0.001 0.000 0.004 0.1018
H -2.7777 3.4227 2.5017 0.041 0.056 0.078 -0.1112
H -1.1133 -2.4825 0.2315 -0.013 0.003 0.007 0.0468
H 3.0042 -1.4559 -4.7413 -0.012 0.011 -0.005 0.1066
H 2.9108 0.3022 -2.9652 0.007 -0.015 -0.003 0.0873
H -0.4552 2.3492 0.1280 -0.069 -0.001 0.006 0.0847
H 3.8153 3.3851 -2.1596 -0.005 -0.001 -0.003 0.1068
H 1.6855 1.4659 1.0058 0.064 0.011 -0.059 0.1124
H -4.0574 -3.5088 3.1918 -0.047 -0.017 -0.008 0.0737
H 2.1976 4.8426 -0.9406 0.002 0.018 0.007 0.1135
H 3.3664 2.8679 0.1866 0.008 0.002 0.007 0.1208
H -0.9114 -2.7875 -3.5428 0.003 0.021 -0.003 0.1104
H -4.6577 -3.5642 0.6906 -0.028 0.015 0.026 0.0700
H 1.3223 -2.0846 -0.0298 0.023 -0.010 0.093 0.1066
H 3.8639 -3.0308 0.9052 0.000 -0.002 0.018 0.1137
H 0.7137 3.4809 0.7616 0.016 0.014 -0.003 0.1293
H 0.4574 1.1105 -2.5878 0.004 -0.047 0.021 0.0872
H -2.4156 -3.0975 3.6783 0.050 0.058 0.034 0.0610
H 5.2188 -2.5224 -0.0864 -0.025 -0.006 -0.001 0.1017
H 0.5620 -1.6604 -5.2556 -0.004 -0.014 -0.042 0.1087
H -1.1347 -0.7835 -2.1035 -0.068 -0.014 0.001 0.0804
H 0.0616 3.0606 -2.1912 -0.004 0.001 0.010 0.0972
H 3.1860 -2.2918 -1.3552 -0.004 0.053 -0.031 0.0819
H -3.3002 -4.6782 0.4182 -0.013 -0.011 -0.029 0.0653
H 3.8051 -0.6874 -1.0339 0.015 0.013 0.031 0.0935
H -4.5728 0.9056 -1.2361 0.014 -0.023 0.034 0.1291
H 0.4140 -2.7235 -2.3960 0.003 -0.019 -0.002 0.1155
H 5.4961 -0.4794 1.1034 0.013 0.001 0.005 0.0987
H -5.1134 3.3117 -0.9962 0.002 0.016 -0.016 0.0905
H -1.9696 0.2823 7.2437 0.038 -0.016 0.019 -0.0847
H -3.7379 4.4214 -0.8593 -0.012 -0.014 -0.014 0.0745
H -2.4706 4.2976 1.0767 -0.150 0.067 -0.033 0.0939
H 3.5166 -0.1393 3.0241 -0.016 0.017 0.010 0.1089
H -2.7173 -4.6338 2.8559 0.008 -0.030 -0.012 0.0729
H -3.8910 3.3959 -2.2876 -0.008 0.021 0.000 0.0820
H -0.2349 4.4800 -1.2153 -0.001 0.000 0.001 0.1033
H 3.5440 0.6734 1.4860 0.003 -0.007 -0.016 0.0818
H 1.2261 -3.2134 -4.7585 0.004 -0.015 0.025 0.1033
H -3.6344 0.4467 6.6700 0.008 -0.021 0.032 -0.0982
H 1.3910 -0.4272 2.1327 -0.336 -0.175 -0.295 -0.0035
H -0.7153 -2.4075 1.9464 0.035 0.041 0.103 0.0627
H 2.7025 -2.1193 -3.1525 0.042 0.003 0.010 0.0798
```
Positions in Å, forces in eV/Å.

Summary:
LUMO level   0.1336 hartree
Charge   -2
Calculated total energy   -81039.673 eV
Largest force on an atom   0.66 eV Å⁻¹
Relative energy (zero: lowest compared OMol25 entry of this formula, charge and spin)   197.1 kJ/mol

---

| no. | E_HOMO (eV) |
| --- | --- |
| 1 | -12.205 |
| 2 | 0.336 |